{"formula": "C12H29AsO3Sr", "method": "ωB97M-V/def2-TZVPD", "elements": ["Sr", "C", "O", "C", "C", "O", "C", "C", "O", "C", "H", "H", "H", "H", "H", "H", "H", "H", "H", "H", "H", "H", "H", "H", "C", "C", "As", "C", "C", "C", "C", "H", "H", "H", "H", "H", "H", "H", "H", "H", "H", "H", "H", "H", "H", "H"], "coordinates": [[-1.18206, 0.20895, -0.79222], [-3.09702, -2.78939, -0.75423], [-2.35664, -1.84217, 0.04487], [-2.79343, -1.85528, 1.41560], [-1.81983, -1.04792, 2.24470], [-1.55710, 0.24276, 1.66337], [-2.35378, 1.36071, 2.09921], [-3.54608, 1.60702, 1.20329], [-3.09925, 1.69800, -0.16163], [-4.13489, 2.21697, -1.02427], [-2.91640, -3.80178, -0.39577], [-2.74663, -2.70869, -1.78175], [-4.16345, -2.56566, -0.71112], [-2.80301, -2.88287, 1.78687], [-3.81205, -1.46238, 1.46954], [-0.85574, -1.55444, 2.29363], [-2.19883, -0.93405, 3.26093], [-1.68933, 2.22491, 2.08273], [-2.68645, 1.21003, 3.12689], [-4.00829, 2.55162, 1.50056], [-4.29850, 0.81801, 1.28285], [-4.38692, 3.23501, -0.73101], [-5.02211, 1.58538, -0.96969], [-3.75106, 2.22414, -2.04256], [2.05510, -2.27067, 0.00221], [2.74931, -1.39483, -1.03597], [2.02644, 0.42063, -1.02029], [2.65994, 1.12608, 0.69638], [4.17084, 1.10306, 0.89845], [3.07749, 1.40413, -2.35312], [4.41647, 0.76518, -2.70959], [2.44976, -3.28575, -0.01952], [0.97649, -2.34540, -0.18635], [2.19832, -1.88725, 1.01383], [2.61538, -1.79171, -2.04254], [3.82086, -1.34217, -0.85058], [2.15109, 0.55569, 1.47703], [2.27940, 2.14833, 0.75372], [4.58005, 0.09684, 0.80719], [4.42008, 1.46692, 1.89517], [4.67764, 1.74700, 0.18093], [3.21103, 2.40450, -1.93729], [2.45518, 1.50875, -3.24116], [5.05779, 0.63724, -1.83926], [4.94619, 1.40198, -3.41777], [4.28404, -0.20742, -3.18224]], "mulliken_charge": [1.66, -0.88, -0.26, -0.46, -0.81, -0.19, -0.73, -0.42, -0.33, -0.89, 0.29, 0.32, 0.32, 0.51, 0.36, 0.31, 0.37, 0.32, 0.38, 0.51, 0.28, 0.31, 0.35, 0.31, -1.07, -0.62, 0.22, -0.49, -1.13, -0.68, -1.09, 0.41, 0.12, 0.29, 0.48, 0.45, 0.35, 0.46, 0.27, 0.40, 0.26, 0.43, 0.41, 0.26, 0.37, 0.30], "homo_ev": -14.94, "total_charge": 2, "e_above_lowest_ev": 0.1296}

{"formula": "C12H29BrN2O17P2S4", "method": "ωB97M-V/def2-TZVPD", "elements": ["C", "N", "C", "P", "C", "N", "C", "P", "O", "Br", "H", "H", "H", "H", "H", "H", "H", "H", "H", "H", "H", "H", "H", "C", "C", "O", "S", "O", "O", "O", "H", "H", "H", "H", "C", "C", "O", "S", "O", "O", "O", "H", "H", "H", "H", "C", "C", "O", "S", "O", "O", "O", "H", "H", "H", "H", "C", "C", "O", "S", "O", "O", "O", "H", "H", "H", "H"], "coordinates": [[-2.11416, 4.91800, -0.05168], [-1.86289, 3.43481, -0.20406], [-0.66558, 3.12464, -1.07534], [0.89249, 3.04403, 0.09121], [1.62968, 1.25934, -0.16404], [2.80663, 0.98094, 0.74837], [4.09503, 1.59540, 0.24473], [0.28043, 3.21744, 2.20381], [1.20112, 2.12771, 3.20829], [0.85753, 5.33058, 2.92570], [-1.64392, 5.22713, 1.00122], [-1.56025, 5.58913, -0.85045], [-3.24088, 5.23233, -0.00752], [-2.71613, 2.89836, -0.47277], [-0.71218, 2.05889, -1.59998], [-0.46744, 3.96669, -1.89497], [0.73739, 0.50706, 0.08379], [1.95957, 1.10294, -1.29665], [2.98075, -0.06432, 0.76691], [4.32778, 1.38858, -0.89038], [4.97107, 1.23708, 0.95074], [4.02790, 2.77595, 0.36587], [1.26365, 2.45965, 4.15195], [-2.51030, -2.09850, 1.58304], [-2.20765, -3.56580, 1.29122], [-1.32023, -3.54905, 0.17544], [-0.39845, -2.20557, 0.25171], [0.86750, -2.56053, 0.85379], [-0.50247, -1.50790, -1.00879], [-1.28320, -1.40506, 1.36270], [-3.25504, -1.70324, 0.88470], [-2.85650, -1.94444, 2.60856], [-3.10853, -4.13869, 1.05886], [-1.68491, -4.03501, 2.13141], [-4.66962, -2.45575, -3.80729], [-3.82126, -1.29592, -3.29272], [-3.90536, -1.37379, -1.87158], [-4.05261, -2.93829, -1.43446], [-2.74248, -3.43026, -1.07027], [-5.20788, -3.06633, -0.57692], [-4.42882, -3.53396, -2.90469], [-5.73608, -2.21131, -3.76910], [-4.39958, -2.74429, -4.82665], [-4.18086, -0.32722, -3.64779], [-2.77072, -1.42000, -3.57611], [-0.01926, -0.59612, 6.54815], [0.20049, -2.08682, 6.30475], [-0.82703, -2.47175, 5.39435], [-1.16713, -1.21193, 4.41578], [-0.43848, -1.39123, 3.17964], [-2.59010, -0.96825, 4.46246], [-0.41397, -0.05814, 5.28721], [-0.83412, -0.42891, 7.25991], [0.88529, -0.09894, 6.90852], [0.13957, -2.67255, 7.22507], [1.16593, -2.26901, 5.82096], [4.64266, -0.72674, -4.46561], [5.10830, 0.09336, -5.66575], [4.42303, 1.33874, -5.55523], [4.20238, 1.68379, -3.97640], [5.25481, 2.58380, -3.55987], [2.80079, 1.95796, -3.76015], [4.53832, 0.20128, -3.38715], [3.65129, -1.15623, -4.64249], [5.34499, -1.52602, -4.21427], [4.87603, -0.39150, -6.61693], [6.18364, 0.29378, -5.61276]], "mulliken_charge": [-0.62, -0.27, -0.40, 0.07, 0.06, -0.30, -0.62, 0.30, -0.42, -0.34, 0.11, 0.22, 0.30, 0.24, 0.23, 0.26, -0.23, 0.24, 0.30, 0.05, 0.33, 0.24, 0.29, 0.03, -0.47, -0.35, 1.26, -0.63, -0.52, -0.20, 0.00, 0.28, 0.38, 0.35, -0.42, -0.30, -0.25, 1.13, -0.50, -0.63, -0.34, 0.30, 0.32, 0.33, 0.26, -0.38, -0.37, -0.34, 1.08, -0.29, -0.66, -0.30, 0.30, 0.33, 0.33, 0.29, -0.30, -0.39, -0.30, 1.13, -0.56, -0.50, -0.29, 0.28, 0.30, 0.31, 0.30], "homo_ev": -6.94, "total_charge": 0, "smiles": "CNCP(CNC)#P(O)Br.O=S1(=O)OCCO1.O=S1(=O)OCCO1.O=S1(=O)OCCO1.O=S1(=O)OCCO1"}

{"formula": "C12H29F2N7O16S", "method": "ωB97M-V/def2-TZVPD", "elements": ["C", "C", "F", "C", "N", "C", "C", "C", "O", "O", "S", "O", "O", "F", "H", "H", "H", "H", "H", "H", "H", "H", "H", "H", "H", "C", "N", "O", "O", "H", "H", "H", "C", "N", "O", "O", "H", "H", "H", "C", "N", "O", "O", "H", "H", "H", "C", "N", "O", "O", "H", "H", "H", "C", "N", "O", "O", "H", "H", "H", "C", "N", "O", "O", "H", "H", "H"], "coordinates": [[3.88406, 1.58512, 1.64014], [4.43211, 0.51818, 0.58870], [5.55863, -0.21979, 1.11533], [3.31712, -0.55007, 0.09716], [2.16689, -0.61230, 1.09287], [0.90679, -0.27349, 0.35676], [-0.31828, 0.17077, 1.31816], [-1.65560, -0.39599, 0.66111], [-1.84437, -0.50044, -0.58069], [-2.70458, -0.82683, 1.52487], [2.11433, -2.16094, 1.83176], [0.86240, -2.45049, 2.60243], [3.26208, -2.18429, 2.84101], [2.35815, -3.44263, 0.78412], [4.79429, 2.21048, 1.97189], [3.06330, 2.26167, 1.19232], [3.48926, 1.10383, 2.61178], [4.74728, 1.11157, -0.34746], [2.96641, -0.26979, -0.96062], [3.84501, -1.57098, -0.01736], [0.59772, -1.09846, -0.38641], [1.13241, 0.65159, -0.29404], [-0.17658, -0.11654, 2.40952], [-0.39709, 1.31757, 1.27284], [-3.03662, -0.00741, 1.96878], [-7.13819, 0.12924, 2.80096], [-5.76528, 0.69843, 2.77199], [-5.11394, 0.54395, 1.74963], [-5.38744, 1.28040, 3.77462], [-7.33675, -0.35520, 1.84939], [-7.17713, -0.59159, 3.61684], [-7.83104, 0.95162, 2.96648], [3.34053, 2.29504, -4.21004], [3.67541, 1.71509, -2.88481], [3.27074, 0.58503, -2.64701], [4.33206, 2.41036, -2.12793], [2.75785, 1.56945, -4.77348], [2.76212, 3.20220, -4.03495], [4.27366, 2.51490, -4.71587], [7.20961, 0.06890, -5.16613], [6.26323, 1.20965, -5.27514], [5.11182, 0.95760, -5.59869], [6.70593, 2.31881, -5.03245], [6.67997, -0.85039, -5.40863], [8.01954, 0.24580, -5.87254], [7.57706, 0.04372, -4.14085], [-1.77107, -1.53432, -3.51193], [-0.98374, -0.72013, -4.47518], [-0.95625, -1.09456, -5.63615], [-0.42027, 0.26716, -4.03159], [-2.21343, -2.37517, -4.04293], [-1.08692, -1.88241, -2.73998], [-2.54463, -0.89236, -3.09344], [-11.02616, 0.93819, 0.11386], [-9.72516, 0.55303, 0.72019], [-9.75480, -0.00761, 1.80515], [-8.72022, 0.82631, 0.08697], [-11.82858, 0.63480, 0.78355], [-11.02031, 2.01952, -0.01676], [-11.10721, 0.42444, -0.84320], [2.37265, -2.09376, 5.63553], [1.38236, -1.33926, 6.44736], [1.67415, -0.19894, 6.77250], [0.34614, -1.91719, 6.73013], [3.23982, -1.46026, 5.46139], [2.65072, -2.98229, 6.20122], [1.89802, -2.35851, 4.69696]], "mulliken_charge": [-1.10, 0.60, -0.37, -0.59, 0.37, -0.90, -0.50, 0.51, -0.52, -0.46, 1.26, -0.66, -0.63, -0.30, 0.39, 0.24, 0.22, 0.09, 0.28, 0.45, 0.37, 0.35, 0.27, 0.42, 0.32, -0.72, 0.98, -0.57, -0.55, 0.32, 0.29, 0.26, -0.77, 1.03, -0.66, -0.59, 0.30, 0.32, 0.26, -0.77, 0.88, -0.53, -0.50, 0.32, 0.29, 0.29, -0.58, 0.86, -0.54, -0.51, 0.33, 0.18, 0.27, -0.72, 0.84, -0.52, -0.48, 0.32, 0.28, 0.28, -0.45, 0.91, -0.54, -0.54, 0.30, 0.29, 0.04], "homo_ev": -10.51, "total_charge": 0, "smiles": "C[C@@H](F)CN(CCC(=O)O)S(=O)(=O)F.C[N+](=O)[O-].C[N+](=O)[O-].C[N+](=O)[O-].C[N+](=O)[O-].C[N+](=O)[O-].C[N+](=O)[O-]", "e_above_lowest_ev": 3.1320}

{"formula": "C12H29F3GaN2O5", "method": "ωB97M-V/def2-TZVPD", "elements": ["C", "Ga", "O", "C", "C", "O", "O", "C", "F", "F", "F", "H", "H", "H", "H", "H", "H", "H", "C", "C", "C", "O", "C", "N", "H", "H", "H", "H", "H", "H", "H", "H", "H", "H", "H", "C", "C", "C", "O", "C", "N", "H", "H", "H", "H", "H", "H", "H", "H", "H", "H", "H"], "coordinates": [[-3.51892, 2.10567, 4.70375], [-4.36916, 0.30666, 4.98488], [-3.59994, -0.56267, 6.44151], [-6.37451, 0.16835, 5.25286], [-7.27676, 1.05096, 4.44886], [-8.39094, 0.78656, 4.09111], [-6.77477, 2.31325, 4.16105], [-4.02580, -0.75546, 3.22637], [-2.80786, -0.57601, 2.61326], [-4.14850, -2.11329, 3.32073], [-4.93798, -0.40783, 2.24966], [-3.64762, 2.76695, 5.56402], [-2.44651, 1.96531, 4.53379], [-3.89818, 2.62503, 3.81471], [-2.64707, -0.61010, 6.33747], [-6.62665, 0.30890, 6.30877], [-6.67700, -0.85181, 4.99583], [-5.95531, 2.21571, 3.66079], [1.93994, 0.26090, -0.86907], [0.61530, -0.16530, -0.24653], [-0.30529, 0.99885, 0.13276], [0.08523, 1.69760, 1.29886], [1.05193, 2.70534, 1.11523], [0.87872, -1.05852, 0.88288], [2.63207, 0.64090, -0.11608], [2.42134, -0.58798, -1.35353], [1.79436, 1.03968, -1.62126], [0.06805, -0.74745, -0.99655], [-1.29207, 0.58686, 0.35519], [-0.41603, 1.70301, -0.70468], [0.91873, 3.21394, 0.15318], [2.07421, 2.31824, 1.16599], [0.91850, 3.43184, 1.91665], [0.00108, -1.44252, 1.22185], [1.22448, -0.49353, 1.65385], [4.63333, -2.34461, -6.33143], [5.26683, -2.08972, -4.96851], [4.25333, -1.80882, -3.85384], [3.67961, -0.51748, -3.89187], [2.56987, -0.36224, -4.75177], [6.27189, -1.03300, -5.09944], [4.29148, -1.41536, -6.78902], [5.36553, -2.78864, -7.00513], [3.78080, -3.02168, -6.25318], [5.79505, -3.00225, -4.67149], [4.77429, -1.86528, -2.89461], [3.46337, -2.57195, -3.84488], [1.96788, -1.27602, -4.79104], [2.86822, -0.09132, -5.76820], [1.95668, 0.44220, -4.34652], [6.78936, -0.94473, -4.23072], [5.78541, -0.14709, -5.20650]], "mulliken_charge": [-1.03, -0.04, -0.71, -0.66, 0.53, -0.59, -0.50, 0.70, -0.26, -0.28, -0.29, 0.30, 0.24, 0.32, 0.25, 0.39, 0.27, 0.34, -1.33, 0.59, -0.80, -0.32, -0.72, -0.78, 0.22, 0.26, 0.27, 0.34, 0.39, 0.42, 0.33, 0.24, 0.25, 0.31, 0.33, -1.41, 0.35, -0.71, -0.34, -0.73, -0.74, 0.28, 0.35, 0.35, 0.40, 0.34, 0.43, 0.34, 0.27, 0.26, 0.28, 0.32], "homo_ev": -5.68, "total_charge": -1}

| no. | HOMO-LUMO gap (hartree) | total energy (Ha) |
| --- | --- | --- |
| 1 | 0.310 | -2966.3138 |
| 2 | 0.269 | -6712.3890 |
| 3 | 0.371 | -2659.0008 |
| 4 | 0.287 | -3184.7870 |